Formula: C22H55B2BeCl6F8NO17S5
Source: the Open Molecules 2025 dataset
Level of theory: wB97M-V/def2-TZVPD

Structure (ORCA input):
```
! RIJCOSX wB97M-V def2-TZVPD def2/J DEFGRID3
* xyz 0 1
Cl 5.1146 3.3877 3.2565
Cl 5.9459 2.2581 -0.7991
Cl -0.7251 3.5231 3.3183
Cl 1.7755 4.2667 -3.6395
Cl 2.0164 5.7516 0.4859
Cl 1.8952 3.5432 5.5471
S -1.9439 -3.0210 -2.7847
S 3.5882 -0.8035 2.4196
S -4.8926 4.8031 -3.1892
S -3.4878 0.9430 -0.6625
S -0.7302 -3.9481 2.3052
F 0.8025 0.9096 -4.4206
F -0.1799 0.3857 -2.1274
F 0.0543 -0.4807 -0.0079
F -0.5593 2.3738 -5.5483
F -1.7765 0.5943 -4.2683
F 1.8775 -0.7176 -1.6415
F 0.1000 0.3376 -6.4347
F 1.3041 1.5198 -0.7102
O 5.1026 -0.9069 2.9404
O -1.3017 -3.9093 -1.6869
O -1.6499 -4.7425 1.5550
O -0.1298 -4.8335 3.5799
O 2.6473 -1.6214 3.1561
O -1.8544 -3.7120 -4.0214
O 2.6765 -3.7413 -2.3630
O -1.1764 -2.6605 2.7931
O -1.3009 -1.6914 -2.6618
O -4.8921 1.2610 -0.9630
O -2.5773 0.5877 -1.7890
O 3.6073 -2.2662 -3.6526
O -5.1267 5.6578 -4.3745
O -3.5527 4.5707 -2.7160
O 3.3510 0.5871 2.3383
O -5.7487 5.4107 -2.0393
O -3.3167 -0.2912 0.2513
N 2.6473 -2.9337 -3.2771
C 7.1034 -1.8771 3.3189
C 1.0115 3.0078 2.9749
C 5.7842 2.5473 1.8223
C -3.9872 -0.5185 1.4915
C 5.6406 -2.2034 3.2237
C 3.7849 -1.4151 0.7541
C 1.6236 2.3233 4.1876
C 1.5250 -2.9945 -4.2486
C -2.5956 2.2339 0.0621
C -5.1667 6.5944 -1.4523
C -4.2898 6.3184 -0.2485
C 2.4612 4.5423 -1.9857
C 0.7671 -3.7399 1.2520
C -1.3357 -6.3420 -1.2795
C -4.9960 -1.6196 1.3529
C -0.6795 -5.1563 -2.0164
C 5.0686 2.9918 0.5606
C 0.0078 -5.0116 5.9043
C 1.4248 5.3198 -1.1862
C -5.8449 3.3952 -3.4688
C 0.3373 -4.1332 4.7610
C -3.6504 -2.8337 -2.1957
B -0.0263 1.1595 -5.3953
B 0.7951 0.2431 -1.0824
Be -1.4937 -0.0781 -3.0400
H 1.0145 -2.0570 -4.2857
H 1.4008 -3.9893 4.7326
H -1.5835 1.8478 0.0462
H -4.9794 6.2484 0.6176
H -4.2838 -2.6070 -3.0713
H 5.4216 -2.8476 2.3212
H 2.5834 2.0273 3.8641
H -5.7437 -1.4076 0.6167
H 1.0532 6.2833 -1.5525
H -5.8696 2.7981 -2.5426
H -4.0903 -3.7386 -1.7439
H -0.6912 -5.3026 -3.1095
H 5.6735 1.4889 1.9100
H 0.3039 -3.2800 0.3511
H -0.7573 -7.2697 -1.4455
H -2.4034 -6.4616 -1.4598
H -3.1470 -0.7822 2.1455
H 7.4356 -1.5851 2.3262
H -6.8460 3.6052 -3.8700
H 0.3493 -5.0168 -1.7143
H -4.6047 7.0216 -2.2473
H -2.6559 2.9868 -0.7115
H -3.5864 -1.9551 -1.5608
H 4.0731 -2.4611 0.7774
H -5.9631 7.2321 -1.1389
H -3.6311 7.1623 -0.1114
H 1.9245 -3.2645 -5.2118
H -5.4366 -1.7108 2.3254
H 0.4651 -4.6835 6.8445
H 5.1147 -2.6590 4.0843
H -4.5317 0.3881 1.6994
H 2.7328 3.6419 -1.4441
H 4.0133 2.6421 0.5740
H 0.5126 4.7265 -1.0522
H 7.3113 -1.1135 4.0158
H 7.6513 -2.7924 3.4890
H 1.4050 -3.0547 1.8201
H 6.8304 2.7351 1.7362
H -1.2694 -6.2413 -0.1612
H 0.7978 -3.6900 -3.8442
H 1.5395 3.8990 2.5898
H 0.4802 -5.9724 5.7635
H 1.0061 1.5102 4.5820
H 2.7827 -1.3045 0.3173
H -1.1237 -5.1532 6.0124
H -3.6803 5.4083 -0.3771
H -5.3018 2.7581 -4.2105
H -4.5550 -2.5886 1.0655
H 1.2743 -4.7234 1.1419
H 3.3839 5.0283 -2.0483
H -0.0918 -3.1009 4.8897
H 0.8128 2.3279 2.1447
H 5.0659 4.0791 0.4744
H -3.0063 2.5761 0.9902
H 4.5675 -0.7536 0.4106
*
```

For the highest occupied orbital energy, the calculation gives -10.243 eV. The calculation puts the relative energy (zero: lowest compared OMol25 entry of this formula, charge and spin) at 9.8 kcal/mol.

Formula: C37H31F3InN3O2P2
Source: the Open Molecules 2025 dataset
Level of theory: wB97M-V/def2-TZVPD

Structure (ORCA input):
```
! RIJCOSX wB97M-V def2-TZVPD def2/J DEFGRID3
* xyz 2 1
In 4.6128 5.5042 19.7957
P 4.1714 8.0636 19.5542
P 6.2924 3.5567 19.7175
F -0.4426 4.0326 24.1185
F 0.5833 2.1459 24.6291
F -0.8469 2.2655 23.0442
O 7.2227 7.8276 21.5209
O 5.6135 6.2606 21.4477
N 2.9522 4.4250 20.9588
N 4.5488 4.6308 17.6586
N 5.6052 2.7504 18.3941
C 0.4210 8.4045 18.3099
C 2.4228 8.5869 19.5612
C 8.0131 3.9693 19.3253
C 10.5656 4.8510 18.6047
C 6.7274 2.6280 22.2198
C 0.9842 3.2260 21.3848
C 5.9952 2.4285 21.0718
C 5.0230 3.4613 17.3512
C 3.1445 4.5758 22.3041
C 4.3248 9.3612 17.1866
C -0.1820 9.3961 19.0648
C 1.8495 9.7107 20.2731
C 10.3426 3.5759 19.0874
C 6.4556 1.8744 23.3343
C 0.5240 10.0832 20.0690
C 4.8829 8.4270 21.1910
C 4.0750 4.9764 15.3790
C 5.0762 8.9129 18.2525
C 0.1143 2.9280 23.6558
C 4.0737 5.4101 16.6619
C 7.1130 9.1243 16.9294
C 6.4132 9.8176 15.9112
C 5.0083 1.4496 20.9966
C 9.0942 3.1018 19.4375
C 5.0322 9.8267 16.0651
C 8.2075 5.2906 18.9745
C 5.6000 0.7503 23.2682
C 2.3164 4.0073 23.2380
C 1.9043 3.7145 20.5133
C 4.8822 2.8851 16.0266
C 4.8773 0.6003 22.1194
C 4.4159 3.6822 15.0288
C 9.4732 5.7640 18.5853
C 6.4905 8.6214 18.0426
C 1.6942 7.9599 18.5681
C 1.1985 3.3742 22.7410
C 6.0316 7.5150 21.4680
H 0.0356 10.8928 20.6677
H 9.6330 6.8028 18.3820
H 5.1876 9.4314 21.3820
H 7.3959 3.5105 22.2299
H 8.8644 2.0492 19.6092
H 2.4440 10.0706 21.1090
H 4.4381 10.3363 15.3506
H 1.7128 3.6997 19.4864
H 3.6990 6.3796 16.9752
H 5.3808 0.1800 24.1776
H 7.4340 6.0167 18.9378
H 11.5892 5.1200 18.2815
H 5.2160 1.9107 15.7604
H -1.1084 9.7939 18.6883
H 11.1617 2.8654 19.1254
H 6.8503 2.1997 24.2538
H 2.3981 4.1494 24.3332
H 5.6186 1.7187 18.2816
H 4.1124 8.2413 21.9105
H -0.1832 8.0613 17.4861
H 2.0788 7.2268 17.9263
H 0.0665 2.8208 20.9821
H 6.9541 10.2723 15.0445
H 3.6279 5.6941 14.6172
H 4.0348 -0.1042 21.9467
H 4.3719 3.2498 14.0096
H 4.0371 5.1789 22.6478
H 4.3507 1.2784 20.2234
H 7.0380 8.1886 18.9467
H 8.1460 9.0308 16.7932
H 3.2325 9.3426 17.1293
*
```

For the highest occupied orbital energy, the calculation gives -14.164 eV. The calculation puts the relative energy (zero: lowest compared OMol25 entry of this formula, charge and spin) at 30.9 kcal/mol.

Formula: C23H31N3O5S
Source: the Open Molecules 2025 dataset
Level of theory: wB97M-V/def2-TZVPD

Structure (ORCA input):
```
! RIJCOSX wB97M-V def2-TZVPD def2/J DEFGRID3
* xyz 0 1
S -0.2018 3.7140 -0.8983
O -3.4716 -2.0604 -1.8121
O 0.0832 0.6860 2.2321
O 1.1584 3.1932 -1.2922
O -0.4938 4.8963 -1.6362
O 5.3468 -1.8360 0.0905
N -3.2857 0.7628 -1.6946
N 0.9813 2.4545 1.4922
N -1.2536 2.8096 -1.1550
C 7.2972 -3.3052 0.0508
C 4.8075 -4.4442 0.2503
C -3.4967 1.9068 -1.8892
C -3.9999 -0.0357 -0.8607
C 0.0319 3.4560 1.9292
C 4.2924 -1.3803 0.2564
C 2.9334 0.9025 0.1588
C -1.7524 0.3031 -1.7264
C -3.4238 -3.3973 -1.8255
C -5.6488 0.0274 1.1483
C 3.8618 -0.0706 -0.2536
C -4.1324 -1.3637 -0.8539
C 2.4594 -0.8653 2.0612
C -4.8769 0.6099 0.0096
C 3.5809 -1.6097 1.8054
C 0.9937 1.1391 1.8829
C -1.1263 1.4127 -0.7713
C -4.8717 -1.9379 -0.1110
C -5.6752 -1.3813 0.9966
C 5.7724 -3.2005 0.5816
C -0.1560 4.6404 0.8226
C 2.2204 0.2714 1.4667
C -2.5985 2.8892 -1.0497
H -2.8061 4.1574 -1.1810
H -1.4996 0.9437 0.1059
H -3.1171 2.3807 -2.9992
H -1.2199 5.1279 0.8406
H 5.2435 -5.2232 0.7241
H -6.4480 0.3728 1.6697
H -4.9690 -3.1049 -0.0808
H 7.8213 -2.5065 0.4832
H 0.6186 5.3016 0.8075
H 2.5428 1.4276 -0.4867
H -0.0062 0.9885 -1.0432
H -0.8210 2.9091 1.9537
H -4.6555 2.2583 -1.6388
H -1.7165 -0.6971 -1.6656
H -1.5594 0.6139 -2.8640
H 7.3196 -3.3478 -0.9024
H -3.0769 -3.9052 -0.9157
H 5.8594 -3.1346 1.8362
H 0.2288 3.8108 2.7605
H 7.7007 -4.1115 0.5946
H 3.7161 -2.3216 2.3621
H -4.8579 1.6881 0.2502
H 4.5910 0.1809 -0.9919
H 3.8341 -4.0858 0.7626
H -4.4159 -3.7423 -2.2206
H 1.9568 2.9056 1.0536
H 1.9850 -1.1202 3.1280
H -6.5589 -1.9616 1.8634
H -2.8383 -3.6020 -2.7524
H -3.1583 3.0078 0.1713
H 4.9510 -4.3973 -1.0303
*
```

For the highest occupied orbital energy, the calculation gives -7.391 eV. The calculation puts the relative energy (zero: lowest compared OMol25 entry of this formula, charge and spin) at 634.0 kcal/mol.

> The highest highest occupied orbital energy belongs to which entry?

C23H31N3O5S

> The highest relative energy (zero: lowest compared OMol25 entry of this formula, charge and spin) belongs to which entry?

C23H31N3O5S